24
Properties=species:S:1:pos:R:3:forces:R:3:lowdin_charge:R:1 method="wB97M-V/def2-TZVPD" total_charge=+1 gap_ha=0.299 lumo_ev=-4.2 energy_ha=-1629.2559
O 2.9681 2.1483 0.5796 0.004 -0.324 0.019 -0.377
P 3.8970 1.3087 -0.4282 0.230 0.747 -0.338 0.432
Cl 4.8575 0.0027 0.7959 -0.100 -0.304 0.000 0.269
P 2.3353 -0.1676 -1.1074 0.444 -0.397 0.893 0.794
F 1.3995 0.5725 -2.0764 -0.225 0.159 -0.321 -0.166
C 1.4237 -0.9086 0.2364 0.017 -0.505 -0.204 -0.312
C 0.0792 -1.5474 -0.1808 -0.291 0.340 -0.224 -0.176
C -1.0860 -0.6100 -0.0169 -0.388 0.346 0.043 -0.258
C -1.6790 -0.4288 1.2344 -0.043 0.214 -0.295 -0.043
C -2.7634 0.4283 1.3872 0.176 -0.093 -0.119 -0.066
C -3.2808 1.1228 0.2992 0.445 -0.374 -0.099 -0.062
C -2.6947 0.9440 -0.9510 -0.005 -0.069 0.311 -0.062
C -1.6089 0.0884 -1.1042 -0.130 0.075 0.219 -0.052
H 2.6724 1.6602 1.3634 -0.086 0.269 0.121 0.056
H 2.9466 -1.1889 -1.8429 -0.165 0.012 -0.165 0.054
H 2.1010 -1.6940 0.5805 0.225 0.004 0.076 0.097
H 1.3152 -0.2003 1.0510 -0.153 0.172 0.098 0.090
H 0.1244 -1.8625 -1.2218 0.042 -0.182 -0.101 0.113
H -0.0954 -2.4384 0.4114 0.173 -0.141 0.153 0.125
H -1.3070 -0.9577 2.0997 0.066 -0.146 0.090 0.115
H -3.2002 0.5293 2.3666 -0.139 0.094 0.122 0.108
H -4.1281 1.7743 0.4249 -0.132 0.118 -0.014 0.108
H -3.0909 1.4575 -1.8113 -0.045 0.091 -0.122 0.108
H -1.1853 -0.0327 -2.0895 0.080 -0.106 -0.143 0.103



21
Properties=species:S:1:pos:R:3:forces:R:3:lowdin_charge:R:1 method="wB97M-V/def2-TZVPD" total_charge=+1 gap_ha=0.364 smiles=CC[C@@H](Cl)[n+]1ccccc1 de_lowest_kcal_mol=0.34 lumo_ev=-4.9 energy_ha=-826.0879
C -3.0666 0.4878 -0.0518 -1.697 -0.280 1.043 -0.005
C -2.3960 0.0923 -1.1924 -0.843 0.008 -2.423 -0.004
C -2.3162 0.6595 1.1145 -1.621 -0.799 0.207 -0.013
C -1.0231 0.1887 -1.2481 0.190 0.464 0.298 -0.011
C -0.9559 0.5844 1.0162 0.005 0.990 3.732 -0.026
C 2.6118 -1.2554 0.7238 1.607 -0.718 -0.596 -0.104
C 1.8998 -0.6532 -0.4765 -2.052 -1.439 -1.075 -0.269
C 1.0883 0.6283 -0.0969 4.468 0.562 0.771 -0.590
N -0.3117 0.4927 -0.1423 -1.837 -0.443 1.032 -0.108
Cl 1.5259 1.9708 -1.2999 -0.312 -0.672 1.060 0.651
H -4.2052 0.5897 0.0410 1.884 -0.327 -0.541 0.163
H -2.9373 -0.2000 -2.1590 0.830 0.614 1.647 0.163
H -2.8730 0.6620 2.0943 1.091 0.459 -1.103 0.154
H -0.4398 0.1851 -2.1408 0.109 -0.412 -0.584 0.132
H -0.4260 0.7142 2.0284 -0.156 -0.291 -2.160 0.182
H 2.7509 -0.4819 1.4885 0.126 -0.398 0.072 0.064
H 3.6701 -1.5604 0.3568 -1.828 0.182 0.968 0.119
H 2.0623 -2.1266 1.1297 0.539 0.527 -0.036 0.086
H 2.6120 -0.3944 -1.2473 0.052 0.177 -0.098 0.080
H 1.1919 -1.4821 -0.9740 1.352 1.925 1.008 0.159
H 1.5378 0.8984 1.0357 -1.906 -0.129 -3.224 0.179